The following is a quantum chemistry calculation of a molecular structure, C31H56CoN3O2P2 at a distorted geometry, from OMol25.

Summary:
Spin multiplicity ... 4
HOMO level (spin up / spin down) ... -8.514 / -10.868 eV
Gap between HOMO and LUMO (spin up / spin down) ... 6.42 / 6.45 eV
Net charge ... +1

Positions of all 95 atoms, in Å:
C1 2.19427 -1.36552 -0.85196
C2 1.29002 0.62986 -1.84587
C3 3.26118 -1.36448 -1.75801
C4 2.20341 0.47648 -2.94063
C5 3.23535 -0.47246 -2.84476
H1 4.07729 -2.08830 -1.63663
H2 2.14062 1.14767 -3.79565
H3 4.01426 -0.50078 -3.61034
N1 1.25677 -0.39327 -0.90852
P1 0.25217 -2.48063 0.81494
P2 -0.15342 2.11760 -0.00532
C6 2.02676 -2.41832 0.23553
H4 2.36327 -3.42332 -0.11312
H5 2.64829 -2.16889 1.11258
C7 -1.02557 -0.03470 1.81570
O1 -1.49809 0.15549 2.87558
C8 0.26907 1.64091 -1.69651
H6 0.20609 2.42607 -2.47128
C9 -1.85008 3.11280 -0.08621
C10 1.31443 3.26252 0.23683
C11 -0.65841 -3.65626 -0.39922
C12 0.42042 -3.28974 2.53476
C13 -2.99354 2.23455 0.44362
H7 -2.82556 1.97848 1.50044
H8 -3.93609 2.80412 0.37666
H9 -3.13064 1.31470 -0.11798
C14 -1.76558 4.34410 0.80703
H10 -1.50486 4.06637 1.83582
H11 -1.04764 5.08969 0.44022
H12 -2.74573 4.83662 0.84281
C15 -2.14139 3.48107 -1.53617
H13 -3.04244 4.13637 -1.55373
H14 -1.33630 4.06477 -1.99657
H15 -2.33199 2.57646 -2.12168
C16 1.25732 3.87037 1.63739
H16 0.98233 3.12075 2.39322
H17 2.25712 4.24523 1.87535
H18 0.55328 4.71000 1.70531
C17 2.59010 2.41485 0.13242
H19 2.56341 1.56035 0.83069
H20 2.78176 2.06419 -0.88389
H21 3.44706 3.06138 0.40636
C18 1.32887 4.33221 -0.86671
H22 1.06254 3.97362 -1.87346
H23 0.67125 5.19346 -0.63867
H24 2.38009 4.69128 -0.96399
C19 -0.98132 -3.64536 3.05496
H25 -0.87822 -4.02145 4.08378
H26 -1.62961 -2.76309 3.08656
H27 -1.47928 -4.43405 2.46936
C20 1.04127 -2.26647 3.49267
H28 2.01985 -1.89887 3.14481
H29 0.37921 -1.39969 3.63697
H30 1.18524 -2.75483 4.46513
C21 1.35250 -4.51374 2.49436
H31 2.30623 -4.28548 1.99827
H32 1.58490 -4.78589 3.53997
H33 0.90427 -5.38711 2.02255
C22 -0.22980 -3.31538 -1.83319
H34 0.82289 -3.53956 -2.01314
H35 -0.82442 -3.93338 -2.53127
H36 -0.40781 -2.26724 -2.09652
C23 -2.16687 -3.40292 -0.24438
H37 -2.44268 -2.41328 -0.54932
H38 -2.72164 -4.12350 -0.85887
H39 -2.51204 -3.53112 0.81393
C24 -0.32267 -5.12236 -0.13481
H40 0.76626 -5.30410 -0.16750
H41 -0.72073 -5.48914 0.81943
H42 -0.77438 -5.73479 -0.92105
Co1 -0.17604 -0.30007 0.37318
N2 -1.73779 -0.42432 -1.06974
C25 -1.72144 0.20528 -2.04713
C26 -2.24645 0.23761 -3.51594
C27 -1.56700 1.30804 -4.35539
C28 -1.80586 -1.09295 -4.15203
C29 -3.78554 0.45970 -3.48938
H43 -1.71209 2.33368 -3.99138
H44 -0.47578 1.12321 -4.38943
H45 -1.93929 1.28141 -5.39091
H46 -2.15002 -1.94437 -3.55523
H47 -2.13038 -1.23949 -5.20864
H48 -0.68206 -1.08846 -4.13259
H49 -4.15418 1.13434 -4.29145
H50 -4.28268 -0.53788 -3.55182
H51 -4.08368 0.91717 -2.53277
C30 3.15977 1.36093 4.84094
C31 2.04507 1.15962 3.88111
N3 0.85204 1.73949 4.27146
O2 2.13136 0.54847 2.78043
H52 3.36989 2.43172 4.96250
H53 4.05245 0.85748 4.48417
H54 2.88051 0.95280 5.81972
H55 -0.01212 1.32951 3.93960
H56 0.83861 2.10217 5.21165

Löwdin atomic charge list, values in e, 8 entries: -0.29 -0.32 0.00 0.00 -0.03 0.13 0.12 0.12

=====

The following is a quantum chemistry calculation of a molecular structure, C31H57CuN2O2P2S at a distorted geometry, from OMol25.

Summary:
Spin multiplicity ... 2
Relative energy (zero: lowest compared OMol25 entry of this formula, charge and spin) ... 6.2 kcal/mol
HOMO level (spin up / spin down) ... -9.866 / -9.738 eV
Gap between HOMO and LUMO (spin up / spin down) ... 7.70 / 5.20 eV
Net charge ... +1

Positions of all 96 atoms, in Å:
C1 2.08213 -1.34487 -0.82657
C2 1.08772 0.51520 -1.82981
C3 3.13497 -1.31208 -1.74067
C4 2.02605 0.49209 -2.87241
C5 3.09267 -0.40285 -2.79362
H1 3.93307 -2.04181 -1.62280
H2 1.91923 1.20694 -3.69333
H3 3.87061 -0.38810 -3.55327
N1 1.12504 -0.40937 -0.83675
P1 0.24908 -2.61414 0.83203
P2 -0.24466 2.27106 -0.08153
C6 1.97006 -2.45908 0.20181
H4 2.30849 -3.41496 -0.23820
H5 2.64273 -2.24218 1.04636
C7 -1.25690 -0.20811 2.00283
O1 -1.80049 -0.02411 3.00834
C8 -0.00727 1.52842 -1.75858
H6 0.01676 2.25107 -2.56120
C9 -1.84525 3.32858 -0.23670
C10 1.25396 3.43963 0.00722
C11 -0.61623 -3.76048 -0.41348
C12 0.50576 -3.45158 2.49657
C13 -2.99251 2.48425 0.34136
H7 -2.80395 2.21427 1.38752
H8 -3.91726 3.08151 0.30175
H9 -3.15164 1.56037 -0.22569
C14 -1.75656 4.62340 0.58503
H10 -1.50109 4.42843 1.63585
H11 -1.04890 5.34749 0.16126
H12 -2.74801 5.10452 0.56966
C15 -2.15882 3.68303 -1.68669
H13 -3.09285 4.26776 -1.69805
H14 -1.38096 4.30921 -2.14610
H15 -2.32172 2.78798 -2.29708
C16 1.25585 4.13905 1.38178
H16 0.93373 3.45244 2.17375
H17 2.27985 4.45382 1.61719
H18 0.62542 5.03170 1.40677
C17 2.53760 2.59676 -0.07788
H19 2.53945 1.79625 0.67249
H20 2.68478 2.16632 -1.07411
H21 3.39581 3.25630 0.12208
C18 1.22971 4.45391 -1.15232
H22 0.86090 4.03687 -2.09633
H23 0.64660 5.35149 -0.91454
H24 2.26487 4.78017 -1.33934
C19 -0.86446 -3.85270 3.07327
H25 -0.69862 -4.28173 4.07319
H26 -1.53301 -2.98795 3.18435
H27 -1.37237 -4.61963 2.47128
C20 1.17463 -2.42438 3.42908
H28 2.23284 -2.27624 3.18039
H29 0.68456 -1.44583 3.40570
H30 1.12850 -2.80410 4.46124
C21 1.42399 -4.68203 2.42054
H31 2.35463 -4.47777 1.87611
H32 1.69517 -4.95852 3.45031
H33 0.93745 -5.55468 1.97419
C22 -0.21285 -3.34177 -1.83272
H34 0.85087 -3.51786 -2.03851
H35 -0.79601 -3.93686 -2.55360
H36 -0.44555 -2.28463 -2.01209
C23 -2.13658 -3.55304 -0.26286
H37 -2.41363 -2.50741 -0.45402
H38 -2.64401 -4.18420 -1.00672
H39 -2.49736 -3.84211 0.73165
C24 -0.26069 -5.23716 -0.21630
H40 0.82237 -5.41628 -0.26756
H41 -0.66210 -5.65100 0.71807
H42 -0.72475 -5.80377 -1.03826
Cu1 -0.56522 -0.50222 0.41242
N2 -1.84447 -0.25356 -1.11315
C25 -1.50738 0.40332 -2.08240
C26 -2.00654 0.39414 -3.56383
C27 -1.38559 1.44807 -4.46581
C28 -1.62056 -0.96718 -4.12730
C29 -3.53022 0.55566 -3.48022
H43 -1.61468 2.47272 -4.15383
H44 -0.29654 1.32363 -4.54580
H45 -1.80240 1.31555 -5.47329
H46 -2.03380 -1.76166 -3.49788
H47 -2.01812 -1.07880 -5.14215
H48 -0.52860 -1.07728 -4.16426
H49 -3.89873 1.25650 -4.23780
H50 -3.99622 -0.42166 -3.62923
H51 -3.84456 0.91652 -2.49248
C30 0.53963 1.31547 4.85261
S1 2.03925 1.48566 3.86474
C31 3.19164 0.60510 4.92865
O2 1.84349 0.62915 2.63773
H52 0.68235 1.88499 5.77612
H53 0.35998 0.25377 5.06650
H54 -0.29585 1.73282 4.27954
H55 2.64270 -0.03936 5.62606
H56 3.86204 0.02027 4.29206
H57 3.75760 1.36346 5.48165

Löwdin atomic charge list, values in e, 8 entries: -0.30 -0.32 0.00 -0.02 -0.02 0.13 0.12 0.12